[1]
A molecular structure, C28H30FeN5, computed with ωB97M-V with the def2-TZVPD basis set.

Properties
DFT total energy, eV: -71358.56743
HOMO energy (alpha / beta), Eh: -0.23065 / -0.23505
Charge: 0
Multiplicity: 2
LUMO energy (alpha / beta), eV: -0.32 / -0.32

Last column: Mulliken charge in e.
Atoms and positions in Å:
Fe 1.0934 0.7292 -0.3725  -0.474
C -4.1067 0.3361 -2.3541  -0.702
C -4.1887 0.4886 -0.9763  -1.078
C -3.0690 0.8519 -0.2420  0.438
C -1.8439 1.0923 -0.8683  -0.472
C -1.7832 0.9630 -2.2588  -0.229
C -2.8959 0.5761 -2.9917  -0.794
N -0.6880 1.4566 -0.1459  0.294
C -0.6941 2.6870 0.4918  0.476
C -1.7831 3.5394 0.7265  -0.793
C -1.5887 4.7326 1.4049  -0.746
C -0.3299 5.1185 1.8627  -0.620
C 0.7651 4.3081 1.6167  -0.525
C 0.5783 3.1139 0.9336  0.174
N 1.5801 2.2483 0.5030  1.354
N 2.8482 2.5639 0.7450  -1.368
C 3.6260 1.7733 -0.0092  0.391
C 5.0407 1.8582 0.0690  -0.687
C 5.8039 1.1147 -0.7781  -0.252
C 5.1783 0.2817 -1.7328  -0.617
C 3.8147 0.2152 -1.7335  -0.617
N 3.0246 0.9070 -0.8818  -0.016
H -4.9805 0.0525 -2.9269  0.451
H -5.1327 0.3218 -0.4697  0.509
H -3.1367 0.9926 0.8305  0.684
H -0.8405 1.1752 -2.7509  0.367
H -2.8234 0.4853 -4.0687  0.421
H -2.7690 3.2744 0.3726  0.447
H -2.4387 5.3825 1.5751  0.379
H -0.2061 6.0545 2.3910  0.377
H 1.7646 4.5875 1.9196  0.455
H 5.4669 2.5259 0.8039  0.479
H 6.8840 1.1735 -0.7310  0.386
H 5.7507 -0.2918 -2.4471  0.423
H 3.2920 -0.4042 -2.4535  0.565
C -4.7213 -2.7045 0.8615  -1.631
C -3.3161 -2.3144 0.5186  1.257
C -2.8076 -2.4666 -0.7653  -1.161
C -1.5065 -2.1135 -1.0396  -0.185
N -0.6985 -1.6101 -0.0937  1.238
C -1.1922 -1.3809 1.1319  0.471
C -2.4748 -1.7449 1.4675  -1.256
H -5.2449 -3.1053 -0.0040  0.364
H -5.2772 -1.8409 1.2298  0.336
H -4.7292 -3.4587 1.6498  0.425
H -3.4175 -2.8627 -1.5652  0.337
H -1.0628 -2.2418 -2.0152  0.469
H -0.5232 -0.8918 1.8220  0.143
H -2.8185 -1.5516 2.4750  0.436
C 2.8293 -2.6667 -0.3428  -1.653
C 1.6718 -2.1775 0.5351  2.835
C 1.0084 -3.4541 1.0937  -2.027
C 2.2605 -1.3817 1.7067  -1.477
C 0.7237 -1.3200 -0.3847  -1.687
H 3.5931 -3.1480 0.2720  0.461
H 3.3064 -1.8443 -0.8730  0.129
H 2.4768 -3.3958 -1.0773  0.478
H 1.7873 -4.1446 1.4213  0.535
H 0.4098 -3.9688 0.3373  0.323
H 0.3709 -3.2668 1.9596  0.355
H 2.7281 -2.0637 2.4225  0.486
H 1.5139 -0.7945 2.2441  0.205
H 3.0315 -0.6854 1.3663  0.221
H 0.8662 -1.6858 -1.4069  0.494

Forces on the atoms, in the same order (eV/Å):
Fe 0.51 1.13 0.31
C 0.00 0.00 -0.02
C 0.04 0.04 -0.01
C -0.13 0.22 -0.02
C 0.14 0.17 0.16
C 0.07 -0.24 0.01
C -0.02 -0.01 0.01
N -0.27 0.10 -0.53
C 0.08 -0.14 0.35
C 0.11 -0.09 0.03
C 0.04 0.05 0.02
C -0.08 0.02 0.01
C 0.01 -0.12 -0.05
C -0.23 -0.03 0.11
N -0.28 -0.71 -0.71
N 0.19 -0.17 -0.02
C -0.15 0.23 0.15
C 0.02 -0.04 -0.05
C 0.01 0.04 0.04
C -0.07 0.04 -0.03
C 0.02 0.14 -0.20
N -0.15 -0.44 0.22
H 0.00 0.00 0.00
H 0.00 0.01 0.00
H -0.01 -0.06 -0.02
H 0.00 0.02 -0.01
H 0.00 0.00 0.00
H -0.01 0.05 -0.01
H 0.00 0.00 0.00
H -0.01 0.00 0.00
H 0.01 -0.01 0.00
H 0.00 0.00 0.00
H 0.00 -0.01 -0.01
H 0.00 0.00 0.00
H 0.00 -0.03 0.04
C 0.00 0.01 0.00
C -0.01 -0.04 -0.03
C 0.00 -0.02 0.00
C 0.03 -0.04 0.12
N 0.06 -0.09 -0.07
C -0.03 -0.02 0.04
C 0.08 -0.01 0.02
H 0.00 0.00 -0.01
H 0.01 0.01 0.00
H 0.00 0.00 0.00
H -0.01 0.00 0.02
H 0.00 -0.01 0.00
H 0.01 -0.01 -0.01
H -0.02 -0.01 0.00
C 0.04 0.10 -0.05
C -0.08 -0.19 -0.11
C -0.09 0.08 -0.01
C 0.12 0.04 0.03
C 0.27 0.09 0.28
H -0.02 -0.01 0.01
H -0.03 -0.11 0.09
H 0.00 0.00 -0.01
H 0.00 0.01 0.02
H 0.02 -0.01 -0.02
H -0.04 0.04 -0.02
H 0.02 0.01 0.00
H -0.02 -0.04 0.00
H -0.09 0.01 -0.02
H -0.08 0.00 -0.03

[2]
A molecular structure, C3H9NO2S, computed with ωB97M-V with the def2-TZVPD basis set.

Properties
Energy relative to the best compared isomer or geometry (same formula, charge and spin), eV: 1.289
DFT total energy, eV: -19674.77586
HOMO energy, Eh: -0.00060
Charge: -2
LUMO energy, eV: 5.90

Last column: Mulliken charge in e.
Atoms and positions in Å:
C 0.7483 0.2990 1.1913  -0.367
C 1.3451 -1.1282 1.3395  -0.678
S 2.4568 -1.3913 2.8684  -0.731
N -0.3601 0.4919 0.2532  -0.415
C -0.3561 -0.4510 -0.9444  -0.249
O -1.4838 -0.4207 -1.8413  -0.747
H 0.5381 0.5523 2.2311  0.301
H 1.4679 0.9337 0.7304  0.257
H 2.0379 -1.2146 0.4353  0.153
H 0.5010 -1.8720 1.2119  0.198
H -0.4861 1.4293 -0.1069  0.266
H -0.2379 -1.5667 -0.5452  0.085
H 0.5924 -0.2831 -1.4620  0.214
H -1.9264 0.7540 -2.0105  0.377
H -2.5847 1.9686 -1.1980  0.238
O -2.2525 1.8987 -2.1528  -0.901

Forces on the atoms, in the same order (eV/Å):
C 0.08 -0.46 -0.09
C 0.76 -0.23 -1.28
S -1.02 0.25 -0.97
N -2.25 -2.30 -0.79
C -1.20 -1.70 0.27
O 1.55 0.51 1.75
H -0.39 0.71 -0.15
H 1.71 0.65 0.66
H -0.95 -0.48 1.05
H 1.12 0.62 0.58
H 0.43 0.00 0.16
H -0.43 2.28 -0.58
H 0.29 0.22 -0.61
H 0.54 0.06 -0.34
H 0.57 0.16 -2.01
O -0.80 -0.29 2.37

[3]
A molecular structure, C15H18N7O2SY, computed with ωB97M-V with the def2-TZVPD basis set.

Properties
Energy relative to the best compared isomer or geometry (same formula, charge and spin), eV: 0.143
DFT total energy, eV: -42249.21551
HOMO energy (alpha / beta), Eh: -0.28170 / -0.39763
Charge: +1
Multiplicity: 2
LUMO energy (alpha / beta), eV: -2.07 / -2.12

Last column: Mulliken charge in e.
Atoms and positions in Å:
Y -0.3367 -0.8814 0.7530  1.799
O -2.3651 -0.6766 -0.0955  -0.711
N -3.5185 -1.1210 0.4060  0.378
C -4.6487 -0.6839 -0.1932  -0.139
C -5.8738 -1.0856 0.2555  -0.722
C -5.9338 -1.9582 1.3449  -0.118
C -4.7737 -2.3872 1.9355  -0.789
C -3.5184 -1.9639 1.4691  0.654
S -2.0426 -2.4778 2.1966  -0.522
H -4.4798 -0.0239 -1.0289  0.430
H -6.7636 -0.7262 -0.2384  0.402
H -6.8892 -2.2953 1.7222  0.395
H -4.7848 -3.0610 2.7792  0.396
C 3.6205 -1.9648 2.6972  -1.338
C 2.7300 -2.0284 1.4933  0.831
O 1.4954 -1.8396 1.6077  -0.682
N 3.2754 -2.2785 0.3162  -0.014
C 2.5245 -2.4205 -0.9498  -1.511
C 2.0783 -1.1381 -1.5806  0.669
C 2.8006 -0.5476 -2.5822  -0.362
C 2.3554 0.6160 -3.2247  -0.716
C 1.0777 1.0900 -2.8438  -0.469
C 0.3847 0.4726 -1.8483  -0.914
N 0.8631 -0.6164 -1.1284  -0.196
H 3.0085 -1.9092 3.5915  0.337
H 4.2536 -1.0784 2.6401  0.350
H 4.2658 -2.8411 2.7482  0.393
H 4.2745 -2.4058 0.2857  0.269
H 1.6669 -3.0682 -0.7462  0.308
H 3.1890 -2.9600 -1.6216  0.505
H 3.7280 -1.0133 -2.8960  0.365
H 2.9142 1.0662 -4.0298  0.423
H 0.6126 1.9127 -3.3741  0.591
H -0.6241 0.7954 -1.5981  0.607
N 1.0534 3.8215 -0.8211  -0.273
C 0.5088 4.4459 0.2286  0.672
N 0.5522 5.7783 0.2893  -0.360
N -0.0952 3.8207 1.2326  -0.685
C -0.0837 2.5383 1.2889  0.605
N -0.0868 1.3771 1.3622  -0.633
H 1.5210 4.3307 -1.5506  0.217
H 0.9782 2.8177 -0.9359  0.110
H 0.9454 6.3395 -0.4438  0.198
H 0.1406 6.2295 1.0877  0.252

Forces on the atoms, in the same order (eV/Å):
Y -0.35 0.24 0.04
O 0.25 -0.02 0.16
N 0.03 0.04 -0.03
C -0.06 -0.09 0.02
C 0.03 0.04 -0.06
C -0.02 -0.02 0.02
C 0.03 -0.01 0.00
C 0.04 -0.02 0.01
S 0.08 0.07 -0.10
H 0.01 0.01 0.00
H 0.00 0.00 0.00
H 0.00 0.00 0.00
H 0.00 0.00 0.00
C 0.03 -0.01 -0.02
C 0.01 0.05 -0.05
O -0.10 -0.06 0.01
N -0.02 -0.04 0.07
C 0.06 0.01 0.07
C -0.01 -0.03 -0.04
C 0.07 -0.08 0.02
C -0.02 0.01 0.01
C -0.05 0.05 -0.04
C -0.05 0.03 -0.02
N 0.07 -0.02 -0.05
H 0.00 0.00 0.01
H -0.01 0.01 0.00
H 0.01 0.01 0.00
H 0.00 0.01 0.00
H 0.00 0.02 0.00
H -0.02 0.03 -0.03
H -0.01 -0.01 0.02
H 0.00 0.01 0.00
H -0.02 -0.01 0.01
H -0.01 0.03 -0.03
N 0.00 0.02 0.09
C 0.03 -0.01 -0.19
N 0.01 0.00 0.01
N -0.03 0.06 0.21
C 0.08 -0.01 -0.25
N -0.08 -0.26 0.13
H 0.00 0.00 0.00
H 0.02 -0.01 -0.03
H -0.01 0.00 0.00
H 0.01 0.00 0.01

[4]
A molecular structure, C25H34CaGeN3O8S2, computed with ωB97M-V with the def2-TZVPD basis set.

Properties
Energy relative to the best compared isomer or geometry (same formula, charge and spin), eV: 1.212
DFT total energy, eV: -143958.98178
HOMO energy, Eh: -0.17183
Charge: -1
LUMO energy, eV: 1.95

Last column: Mulliken charge in e.
Atoms and positions in Å:
Ca 1.0566 -0.5169 1.3926  1.539
C 2.8336 -3.7501 -2.0096  -1.465
C 2.6026 -2.4547 -1.2459  0.004
S 0.8807 -2.0058 -1.0146  -0.501
C 3.6040 -1.6961 -0.7466  1.002
C 5.0292 -2.1914 -0.9939  -1.677
S 3.4440 -0.1657 0.1345  -0.428
H 2.0965 -3.8791 -2.8093  0.293
H 2.7507 -4.6369 -1.3640  0.264
H 3.8236 -3.7715 -2.4718  0.433
H 5.3011 -2.0958 -2.0535  0.328
H 5.1445 -3.2488 -0.7230  0.352
H 5.7342 -1.6095 -0.4147  0.374
C 1.5467 3.4211 2.2619  -1.073
C 1.4628 2.3453 3.2940  0.117
N 1.3382 1.0541 3.0449  -0.146
C 1.2132 0.4130 4.2868  0.168
C 1.2848 1.3525 5.2765  -0.114
N 1.4488 2.5440 4.6198  -0.022
C 1.2337 1.4284 6.7672  0.582
O 1.0183 0.3406 7.4600  -0.541
O 1.3957 2.5218 7.2720  -0.657
C 0.9493 -1.0868 4.3358  0.583
O 0.8584 -1.6473 5.4384  -0.916
O 0.8284 -1.6638 3.1964  -1.003
H 2.4262 3.2686 1.6351  0.252
H 1.6059 4.4116 2.7200  0.344
H 0.6523 3.3710 1.6361  0.183
H 1.5216 3.4199 5.1090  0.230
H 0.8634 -0.4649 6.8460  0.451
C 0.4367 2.7500 -5.9881  -1.376
C 1.1050 1.9739 -4.8566  -0.214
C 0.4747 2.2366 -3.4880  -0.413
C 1.0405 1.3563 -2.3605  -0.120
Ge 0.7072 -0.4990 -2.7004  0.412
C -1.0188 -0.8377 -3.4932  -1.098
C -2.2690 -0.6365 -2.6079  0.186
C -2.6198 0.8284 -2.3585  0.412
C -3.9704 1.0154 -1.6678  -1.596
H 0.9207 2.5758 -6.9569  0.394
H 0.4640 3.8312 -5.7948  0.315
H -0.6189 2.4651 -6.0875  0.284
H 2.1704 2.2286 -4.8111  0.372
H 1.0677 0.9029 -5.0835  0.166
H -0.6143 2.1095 -3.5707  -0.220
H 0.6281 3.2929 -3.2256  0.593
H 0.6073 1.6049 -1.3911  -0.243
H 2.1241 1.4444 -2.2590  0.642
H 1.7650 -1.0507 -3.6802  -0.069
H -0.9283 -1.8727 -3.8256  0.398
H -1.1033 -0.2172 -4.3980  0.386
H -2.1433 -1.1419 -1.6402  -0.364
H -3.1316 -1.1202 -3.0826  0.530
H -2.6278 1.3524 -3.3209  0.349
H -1.8321 1.2922 -1.7559  -0.209
H -4.7821 0.6039 -2.2777  0.446
H -4.1921 2.0717 -1.4780  0.399
H -3.9997 0.4993 -0.7031  0.188
O -1.7381 2.0483 1.7974  -0.816
C -1.4733 0.9212 1.3865  0.090
O -0.5088 0.5786 0.5789  -0.196
C -2.3162 -0.2438 1.8854  0.343
C -3.4266 0.0160 2.6731  -0.697
C -4.2020 -1.0259 3.1612  -0.541
C -3.8676 -2.3460 2.8736  -0.461
C -2.7585 -2.5796 2.0997  -0.406
C -1.9760 -1.5644 1.5951  1.016
N -2.4000 -4.0189 1.8000  1.079
O -3.1718 -4.8733 2.1914  -0.668
O -1.4675 -4.2162 1.0627  -0.586
H -3.6581 1.0524 2.8970  0.493
H -5.0728 -0.8178 3.7746  0.393
H -4.4448 -3.1819 3.2458  0.490
H -1.1271 -1.8148 0.9611  -0.035

Forces on the atoms, in the same order (eV/Å):
Ca 1.58 -0.84 -1.08
C -0.10 0.11 0.04
C 0.10 -0.09 0.05
S 0.16 -0.14 -0.37
C 0.05 -0.11 -0.07
C -0.15 0.01 0.01
S 0.35 -0.41 -0.41
H 0.03 0.12 0.12
H -0.01 0.18 -0.03
H -0.13 0.01 0.05
H -0.07 0.02 0.13
H -0.05 0.21 -0.01
H 0.08 0.11 0.10
C 0.00 -0.09 0.14
C -0.08 -0.41 -0.07
N -0.04 0.18 1.44
C -0.10 -0.13 -0.79
C -0.01 -0.16 0.22
N 0.04 0.56 0.04
C 0.12 0.61 -0.71
O -0.36 -1.36 -0.57
O -0.04 -0.27 0.24
C -0.04 -0.55 -0.44
O -0.01 0.75 0.31
O 0.04 0.27 1.69
H -0.04 -0.02 -0.01
H 0.00 -0.14 0.00
H 0.04 -0.03 0.03
H 0.00 0.07 0.09
H 0.38 0.73 0.29
C -0.12 0.16 -0.02
C 0.12 0.01 0.00
C 0.02 0.18 0.06
C 0.05 0.52 0.11
Ge 0.38 -0.73 0.13
C -0.75 0.09 -0.10
C 0.10 -0.14 -0.05
C 0.03 0.05 0.06
C -0.01 -0.04 0.04
H -0.05 -0.01 0.20
H 0.00 -0.19 -0.02
H 0.16 0.03 0.02
H -0.05 -0.04 0.00
H -0.02 0.04 -0.02
H 0.25 -0.03 0.07
H -0.02 -0.09 -0.06
H -0.03 0.09 -0.02
H -0.01 0.19 -0.01
H 0.02 -0.04 -0.02
H -0.22 -0.07 -0.04
H -0.03 -0.12 0.09
H 0.06 0.03 -0.10
H 0.05 0.00 -0.03
H -0.06 0.02 0.02
H -0.05 -0.01 0.01
H 0.06 0.04 0.02
H 0.09 -0.15 -0.06
H 0.07 0.02 -0.04
O 0.18 -0.24 -0.30
C 0.53 -0.03 -0.56
O -2.17 1.29 0.23
C 0.15 -0.21 -0.15
C -0.18 -0.01 0.17
C -0.11 -0.12 0.03
C -0.36 0.20 0.33
C 0.42 -0.79 0.08
C 0.21 0.14 -0.25
N -0.99 0.97 -0.68
O 0.20 -0.09 0.36
O 0.52 -0.07 0.11
H 0.02 -0.12 -0.03
H 0.09 -0.02 -0.06
H 0.03 0.08 -0.01
H -0.30 0.01 0.09

[5]
A single C11H8Cl2N2O2 molecule, computed with ωB97M-V with the def2-TZVPD basis set.

Properties
Energy relative to the best compared isomer or geometry (same formula, charge and spin), eV: 1.455
DFT total energy, eV: -43655.39937
HOMO energy, Eh: -0.32657
Charge: 0
LUMO energy, eV: -0.78

Last column: Mulliken charge in e.
Atoms and positions in Å:
C 2.1857 4.8750 -0.5985  -1.180
C 1.9011 3.4556 -0.2748  0.294
C 0.8023 2.6916 -0.4874  -0.247
C 1.1497 1.4029 0.0519  0.327
N 0.1828 0.4382 0.0048  -0.475
C 0.4867 -0.7781 0.3628  -0.173
C -0.5504 -1.8459 0.2691  1.008
C -0.1518 -3.1616 0.6151  -0.906
C -1.0861 -4.1926 0.6235  0.131
Cl -0.5506 -5.8209 0.9473  -0.215
C -2.4246 -3.9250 0.3282  -0.487
C -2.8133 -2.6511 -0.0772  0.310
Cl -4.4948 -2.4474 -0.5520  -0.186
C -1.8967 -1.5927 -0.0661  0.056
O -2.3695 -0.3445 -0.3595  -0.637
N 2.3710 1.3569 0.4746  -0.456
O 2.9033 2.6599 0.2489  -0.202
H 1.5989 5.2201 -1.4318  0.339
H 3.2186 4.9903 -0.9127  0.347
H 2.0497 5.5264 0.2692  0.261
H -0.1401 3.0114 -0.9505  0.342
H 1.4897 -1.0546 0.7174  0.421
H 0.9005 -3.3573 0.8480  0.361
H -3.1467 -4.7244 0.2784  0.437
H -1.6154 0.2679 -0.3287  0.531

Forces on the atoms, in the same order (eV/Å):
C 0.82 -0.03 0.40
C 0.25 -1.25 -0.35
C 0.20 0.62 0.31
C -0.34 2.40 -1.12
N 0.13 -2.99 0.82
C -1.40 0.56 -0.72
C 0.86 -0.32 0.68
C -0.34 0.23 -0.25
C 0.32 0.57 0.00
Cl -0.22 0.24 0.04
C 0.39 0.16 -0.65
C -0.15 -0.63 0.39
Cl 0.85 0.23 0.22
C -0.59 1.25 -0.29
O 0.15 -1.32 0.13
N 0.77 0.60 0.08
O -1.47 -0.10 0.05
H -0.53 0.05 -0.11
H 0.25 -0.08 0.07
H -0.14 -0.08 -0.11
H 0.57 -0.35 0.43
H -0.29 0.06 -0.13
H -0.47 0.04 -0.06
H -0.04 -0.09 0.15
H 0.42 0.23 0.02

[6]
2 unconnected molecules or ions with the total composition C2H6N2O3P, computed with ωB97M-V with the def2-TZVPD basis set.

Properties
Energy relative to the best compared isomer or geometry (same formula, charge and spin), eV: 4.929
DFT total energy, eV: -20582.51355
HOMO energy, Eh: -0.18775
Charge: -1
LUMO energy, eV: 4.03

Last column: Mulliken charge in e.
Atoms and positions in Å:
C 0.1495 -0.2655 1.2341  -0.364
C 0.2846 -1.2319 0.1660  -0.517
N -0.6369 -1.5106 1.2691  -0.334
N -0.6042 1.2358 -1.6160  -0.727
O 1.9008 0.1692 -1.7386  -0.658
O 1.4606 2.5389 -0.6794  -0.658
O -1.9818 -1.4195 1.0447  -0.387
P 0.9823 1.3332 -1.3947  0.869
H 0.8853 -0.1368 1.9887  0.221
H -0.3345 0.6387 1.1593  0.274
H -0.0473 -0.9986 -0.8275  0.400
H 1.1021 -1.7830 0.2898  0.319
H -2.1971 -0.7653 0.2804  0.325
H -0.9635 2.1955 -1.1759  0.237

Forces on the atoms, in the same order (eV/Å):
C -0.06 -0.58 1.18
C -2.60 1.24 -0.31
N 1.77 -0.19 0.59
N 0.04 2.10 0.82
O -1.52 1.77 0.10
O 0.66 0.21 -0.02
O -2.12 1.71 -2.06
P -0.17 -1.15 0.10
H 0.81 -0.50 0.61
H -1.54 1.73 -0.91
H -0.35 -0.07 -0.11
H 3.25 -2.45 -0.24
H 0.83 -1.26 1.54
H 1.00 -2.58 -1.29